37
Properties=species:S:1:pos:R:3:mulliken_spin:R:1 method="wB97M-V/def2-TZVPD" multiplicity=3 homo_ev="-7.6 / -9.0" total_energy_ev=-24640.771 gap_ev="8.5 / 9.6"
Pd -10.6804 4.7592 3.2502 1.51
F -9.3894 3.2743 4.3919 0.08
F -11.8705 5.9026 2.0318 0.10
C -11.7079 1.4644 2.4600 0.00
C -12.1411 2.6558 1.6395 0.00
C -13.2485 3.5193 2.2742 -0.01
O -12.8031 3.8363 3.6983 0.07
C -13.5483 4.7714 4.4177 0.00
N -11.0230 3.4829 1.4212 0.11
H -10.9005 0.9790 1.8920 0.00
H -12.4913 0.7163 2.5750 0.00
H -11.4610 1.7461 3.4546 0.00
H -12.4680 2.2364 0.6653 0.00
H -14.1660 3.0038 2.3971 0.00
H -13.4805 4.4607 1.7229 0.00
H -13.5787 5.5585 3.6894 0.00
H -13.1698 5.0048 5.3793 0.00
H -14.5476 4.3264 4.6835 0.00
H -11.2068 4.2786 0.8302 0.00
H -10.1937 2.9728 1.0801 0.00
C -8.6789 7.2450 6.1415 0.01
C -9.2875 6.6592 4.9057 -0.02
C -8.1973 5.9272 4.1210 0.00
O -8.6752 5.6189 2.7935 0.05
C -7.5806 5.1165 1.9597 0.00
N -10.3172 5.7268 5.2081 0.11
H -7.7788 7.8070 5.9601 0.00
H -8.4587 6.4015 6.8112 0.00
H -9.4008 7.9134 6.6900 0.00
H -9.6292 7.5255 4.3117 0.00
H -7.9284 5.0244 4.6318 0.00
H -7.2796 6.5961 4.0151 0.00
H -7.3822 4.1291 2.2476 0.00
H -6.6914 5.7458 2.0962 0.00
H -7.9212 5.0938 0.9059 0.00
H -9.9408 4.9138 5.6181 0.00
H -11.1228 6.1562 5.6753 0.00